Model P:
Below is a 2-piece molecular cluster, C6H16 overall, with properties calculated with ωB97M-V/def2-TZVPD.

Last column: natural (NBO) charge in e.
Cartesian coordinates (Å):
C -1.61 -1.97 -0.75  -0.609
C -0.76 -2.72 -1.78  -0.604
H -2.10 -2.69 -0.08  0.197
H -1.05 -1.30 -0.08  0.205
H -2.44 -1.52 -1.31  0.203
H -0.11 -1.98 -2.24  0.200
H -1.37 -3.27 -2.50  0.207
H -0.15 -3.42 -1.21  0.200
C 0.42 1.00 0.65  -0.218
C -0.05 2.50 1.07  -0.618
C 1.00 1.07 -0.75  -0.619
C 1.33 0.65 1.81  -0.619
H -0.51 0.45 0.80  0.197
H -0.26 3.09 0.18  0.195
H 0.83 2.95 1.54  0.208
H 1.90 1.67 -0.75  0.217
H 0.97 0.05 -1.13  0.213
H 0.24 1.51 -1.43  0.209
H 1.00 1.00 2.80  0.213
H 1.40 -0.44 1.97  0.203
H 2.38 0.93 1.71  0.206
H -1.05 2.44 1.49  0.216

Calculated values
HOMO level, eV: -10.39
SMILES: CC(C)C.CC

---

Model Q:
Below is a 2-piece molecular cluster, C6H16 overall, with properties calculated with ωB97M-V/def2-TZVPD.

Last column: natural (NBO) charge in e.
Cartesian coordinates (Å):
C -1.43 0.98 0.00  -0.409
C -2.34 1.94 0.76  -0.616
C -2.12 0.29 -1.16  -0.594
H -0.44 1.24 -0.54  0.206
H -1.06 0.18 0.75  0.193
H -3.10 1.34 1.39  0.206
H -2.56 0.96 -1.90  0.203
H -1.60 -0.48 -1.62  0.209
H -2.99 2.48 0.10  0.207
H -1.65 2.46 1.38  0.219
H -3.23 -0.02 -0.72  0.175
C 2.33 -0.76 -0.29  -0.426
C 2.42 -0.18 1.15  -0.616
C 1.54 -2.08 -0.53  -0.594
H 1.81 -0.09 -1.07  0.199
H 3.29 -0.75 -0.85  0.209
H 2.34 -1.09 1.90  0.198
H 0.33 -1.84 -0.55  0.186
H 1.85 -2.66 -1.38  0.215
H 1.66 0.50 1.50  0.214
H 3.36 0.28 1.35  0.215
H 1.60 -2.71 0.33  0.199

Calculated values
HOMO level, eV: -10.43
SMILES: CCC.CCC

---

Model R:
Below is a 2-piece molecular cluster, C6H16 overall, with properties calculated with ωB97M-V/def2-TZVPD.

Last column: natural (NBO) charge in e.
Cartesian coordinates (Å):
C -0.15 -2.54 -0.62  -0.402
C -0.35 -1.14 -1.26  -0.623
C 0.98 -2.52 0.38  -0.605
H -1.05 -2.78 -0.06  0.196
H -0.04 -3.31 -1.41  0.198
H 0.55 -0.56 -1.32  0.205
H 0.65 -1.89 1.20  0.204
H 1.24 -3.54 0.74  0.207
H -1.22 -0.62 -0.85  0.210
H -0.70 -1.19 -2.31  0.208
H 1.95 -2.20 -0.04  0.201
C -0.06 2.05 1.04  -0.398
C -1.48 2.07 0.51  -0.619
C 1.08 2.06 -0.01  -0.608
H 0.09 1.21 1.72  0.194
H 0.06 2.96 1.64  0.191
H -1.69 0.94 0.30  0.190
H -2.30 2.13 1.19  0.220
H 0.78 1.43 -0.88  0.205
H 1.96 1.72 0.56  0.212
H -1.62 2.50 -0.44  0.210
H 1.28 3.09 -0.36  0.203

Calculated values
HOMO level, eV: -10.58
SMILES: CCC.CCC

---

Computed energies relative to the best structure, in hartree: model P 0.0040; model Q 0.0393; model R 0.0000

---

Model P:
Below is a 3-piece molecular cluster, C4H12N2O4 overall, with properties calculated with ωB97M-V/def2-TZVPD.

Last column: natural (NBO) charge in e.
Cartesian coordinates (Å):
N -0.71 -2.95 0.16  -0.808
C -0.68 -1.66 0.80  -0.334
C -0.48 -0.52 -0.22  0.664
N 0.57 0.32 -0.09  -0.609
C 1.33 0.48 1.15  -0.338
C 0.46 0.63 2.41  0.411
O 1.00 0.46 3.48  -0.505
O -1.15 -0.64 -1.25  -0.675
H -0.19 -2.94 -0.71  0.358
H -1.60 -3.18 -0.27  0.366
H 0.06 -1.64 1.64  0.197
H -1.57 -1.52 1.49  0.229
H 0.57 1.11 -0.72  0.442
H 2.02 1.34 1.16  0.255
H 1.92 -0.44 1.34  0.235
H -0.62 0.72 2.37  0.127
H -0.39 0.10 -2.66  0.504
H 0.41 0.24 -4.02  0.481
O 0.26 0.63 -3.16  -1.007
H -1.06 2.24 -1.42  0.459
H -0.16 2.44 -2.50  0.499
O -0.33 2.84 -1.62  -0.953

Calculated values
HOMO level, eV: -9.95
SMILES: NCC(=O)NCC=O.O.O

---

Model Q:
Below is a 3-piece molecular cluster, C4H12N2O4 overall, with properties calculated with ωB97M-V/def2-TZVPD.

Last column: natural (NBO) charge in e.
Cartesian coordinates (Å):
C 2.21 -1.44 -0.76  0.521
N 0.86 -1.34 -0.59  -0.617
C 0.19 -0.10 -0.79  -0.333
C -0.71 0.33 0.33  0.674
N -1.27 1.57 0.27  -0.613
C -1.06 2.47 -0.82  -0.437
O -0.94 -0.41 1.29  -0.652
O 2.80 -2.50 -0.75  -0.583
H 2.74 -0.48 -0.90  0.107
H 0.39 -2.18 -0.28  0.433
H 0.84 0.69 -1.16  0.231
H -0.50 -0.18 -1.64  0.224
H -1.61 1.92 1.16  0.416
H -0.03 2.65 -1.11  0.197
H -1.62 2.20 -1.72  0.202
H -1.57 3.42 -0.67  0.228
H -1.79 -2.26 0.71  0.489
H -2.80 -1.61 -0.24  0.467
O -2.26 -2.39 -0.12  -0.954
H 2.09 -0.22 1.84  0.461
H 1.61 -0.11 3.23  0.470
O 2.42 -0.01 2.72  -0.930

Calculated values
HOMO level, eV: -10.05
SMILES: CNC(=O)CNC=O.O.O

---

Computed energies relative to the best structure, in hartree: model P 0.0226; model Q 0.0000